# 1
Below is C13H30O4OsPS3 as an isolated structure, with properties calculated with ωB97M-V/def2-TZVPD.

XYZ file:
```
52
Properties=species:S:1:pos:R:3:forces:R:3
Os -0.246 0.293 0.073 0.0416 0.5834 0.0443
C -1.176 2.240 2.687 -0.0098 -0.0536 0.0372
C -2.538 1.979 2.080 0.0556 0.0287 -0.0615
S -2.396 1.320 0.373 -0.0439 -0.2696 0.2260
C -3.554 -0.106 0.382 -0.0532 0.0385 0.0443
C -2.872 -1.450 0.158 0.0573 -0.0615 -0.0421
S -1.234 -1.608 0.940 -0.0621 -0.1081 -0.0557
C -1.680 -1.339 2.698 -0.0726 -0.0083 -0.0151
C -0.615 -0.542 3.409 0.0247 0.0602 0.0942
S 0.018 0.889 2.477 -0.1004 -0.0411 -0.4499
H -1.265 2.437 3.758 0.0065 0.0223 -0.0101
H -0.679 3.103 2.240 -0.0055 -0.0097 -0.0132
H -3.106 2.907 2.001 0.0042 -0.0018 0.0090
H -3.123 1.267 2.658 0.0070 0.0049 0.0015
H -4.265 0.081 -0.424 -0.0026 0.0106 0.0012
H -4.111 -0.068 1.316 0.0028 0.0026 0.0007
H -2.680 -1.633 -0.900 0.0049 -0.0120 0.0084
H -3.499 -2.268 0.518 0.0014 0.0036 0.0168
H -1.779 -2.329 3.145 0.0035 -0.0105 -0.0200
H -2.653 -0.855 2.732 0.0054 -0.0016 0.0184
H 0.278 -1.140 3.584 -0.0168 -0.0112 0.0140
H -0.969 -0.185 4.378 0.0116 0.0244 -0.0070
C 3.305 -1.165 2.792 0.0142 -0.0459 -0.1029
O 2.146 -1.133 1.861 -0.1065 0.0626 0.0912
P 2.008 -0.297 0.566 0.3022 -0.3253 0.1822
O 2.896 0.960 0.737 -0.1525 0.0212 -0.0660
C 3.350 1.840 -0.349 0.1092 0.0017 0.0048
O 2.514 -1.054 -0.691 0.0553 -0.0460 0.0015
C 2.617 -2.512 -0.864 -0.0131 0.0486 -0.0047
H 3.661 -2.189 2.806 0.0040 0.0008 0.0010
H 2.924 -0.870 3.764 0.0197 0.0084 0.0006
H 4.070 -0.478 2.448 0.0120 -0.0015 0.0150
H 4.098 2.484 0.098 -0.0161 0.0058 0.0122
H 2.507 2.426 -0.708 -0.0028 -0.0064 -0.0080
H 3.789 1.237 -1.139 -0.0128 0.0036 0.0069
H 3.190 -2.651 -1.774 0.0035 -0.0066 0.0008
H 1.620 -2.932 -0.967 -0.0010 -0.0063 -0.0048
H 3.140 -2.939 -0.014 0.0011 -0.0084 0.0002
C -0.063 -1.001 -3.585 -0.0033 -0.0322 -0.0046
C -0.223 0.450 -3.216 0.1257 -0.1246 0.1162
C -1.623 0.991 -3.393 0.0009 -0.0067 -0.0255
C 0.860 1.353 -3.750 0.0016 -0.0230 -0.0183
O -0.032 0.502 -1.656 -0.1962 0.2424 -0.0387
H -0.249 -1.104 -4.655 0.0043 0.0001 0.0018
H -0.785 -1.633 -3.065 -0.0090 0.0047 -0.0016
H 0.949 -1.354 -3.389 0.0041 0.0083 -0.0008
H -1.806 1.078 -4.466 -0.0146 -0.0038 0.0074
H -1.731 1.985 -2.960 0.0074 0.0124 -0.0091
H -2.371 0.310 -2.985 -0.0032 0.0001 -0.0012
H 0.821 1.309 -4.840 -0.0015 0.0275 0.0036
H 1.847 1.008 -3.443 0.0050 -0.0052 -0.0070
H 0.710 2.388 -3.447 0.0030 0.0036 0.0063
```
Positions in Å, forces in eV/Å.

Charge: +3
HOMO energy, eV: -19.43
Kohn-Sham gap, Eh: 0.268
Calculated total energy, eV: -66393.3963
Maximum force, eV/A: 0.59

=====

# 2
Below is a 3-piece molecular cluster, C13H31BN2O6 overall, with properties calculated with ωB97M-V/def2-TZVPD.

XYZ file:
```
53
Properties=species:S:1:pos:R:3:forces:R:3
H -3.327 1.262 -1.544 -0.0017 -0.0289 0.0028
N -2.419 1.715 -1.675 0.5138 -0.4215 -0.1510
C -1.513 0.849 -1.878 -0.3513 0.3652 0.0577
C -1.717 -0.645 -1.855 -0.3134 -0.0145 0.2375
O -1.432 -1.329 -3.091 0.0981 -0.1119 0.1738
C -1.053 -0.561 -4.162 -0.1676 0.3866 -0.3930
O -1.821 -0.068 -4.927 0.2048 -0.1379 0.2671
O 0.274 -0.408 -4.219 0.0446 -0.0600 -0.0322
B 1.101 -1.466 -3.766 0.5251 -0.2320 -0.5161
O 0.800 -2.756 -4.181 -0.1235 0.1067 0.6031
N 2.284 -1.159 -3.047 -1.4830 0.2127 0.7550
C 2.693 -2.158 -2.051 0.7901 -0.0092 -0.1828
C 2.415 0.216 -2.554 0.5637 -0.0001 -0.1159
H -0.491 1.197 -2.046 -0.0831 0.0539 -0.0261
H -1.077 -1.083 -1.082 0.0263 0.0096 -0.0893
H -2.756 -0.857 -1.590 0.0469 -0.0181 -0.0920
H 0.237 -3.212 -3.544 -0.0256 -0.0798 -0.3111
H 3.698 -2.538 -2.261 -0.0353 0.0115 0.0277
H 2.721 -1.701 -1.059 -0.0968 0.0288 -0.0551
H 2.023 -3.015 -2.002 -0.0417 0.0485 -0.1290
H 3.472 0.457 -2.404 -0.0541 -0.0241 0.0179
H 1.906 0.358 -1.593 -0.0234 -0.0367 -0.0471
H 2.019 0.925 -3.276 -0.0242 -0.0661 -0.0123
C 2.820 -4.923 1.465 -0.1058 -0.0188 0.0411
C 2.537 -3.440 1.630 0.0863 -0.0077 -0.0434
O 1.167 -3.096 1.522 -0.0078 0.0445 -0.0748
C 0.308 -3.676 2.489 -0.0605 -0.0229 0.0464
C 0.638 -3.288 3.920 0.0904 0.0148 -0.0252
H 2.377 -5.296 0.540 0.0233 0.0063 -0.0201
H 3.896 -5.094 1.430 0.0153 0.0108 -0.0121
H 2.419 -5.511 2.291 0.0266 0.0012 0.0164
H 3.026 -2.884 0.829 0.0068 0.0043 0.0103
H 2.959 -3.071 2.571 -0.0367 -0.0190 0.0293
H 0.289 -4.767 2.382 0.0251 -0.0015 0.0118
H -0.688 -3.315 2.232 0.0030 0.0089 -0.0218
H 1.595 -3.698 4.246 -0.0164 -0.0268 0.0102
H -0.129 -3.669 4.594 -0.0208 0.0018 -0.0005
H 0.683 -2.203 4.020 -0.0254 0.0074 0.0073
C -2.209 5.387 3.391 -0.0649 -0.0157 -0.0566
C -1.208 4.713 2.467 0.0556 0.0387 0.0412
O -1.773 3.729 1.623 -0.0032 -0.0710 0.0044
C -2.768 4.187 0.721 -0.0915 0.0579 0.0051
C -2.277 5.230 -0.265 0.0943 0.0590 0.0802
H -2.765 4.641 3.960 0.0133 -0.0036 0.0206
H -1.687 6.041 4.091 0.0170 -0.0055 0.0119
H -2.927 5.998 2.842 0.0185 0.0231 0.0007
H -0.463 4.181 3.059 -0.0002 -0.0173 -0.0082
H -0.669 5.464 1.878 -0.0240 0.0149 -0.0044
H -3.641 4.558 1.272 0.0314 0.0394 0.0053
H -3.083 3.303 0.174 0.0268 -0.0640 -0.0032
H -2.018 6.171 0.223 -0.0340 0.0078 -0.0079
H -3.054 5.440 -1.000 -0.0088 -0.0231 -0.0168
H -1.394 4.864 -0.791 -0.0226 -0.0265 -0.0363
```
Positions in Å, forces in eV/Å.

HOMO energy, eV: -9.54
Kohn-Sham gap, Eh: 0.367
Calculated total energy, eV: -29926.5210
SMILES: [H]/N=C\COC(=O)OB(O)N(C)C.CCOCC.CCOCC
Maximum force, eV/A: 1.68

=====

# 3
Below is C13H31BN5Sr as an isolated structure, with properties calculated with ωB97M-V/def2-TZVPD.

XYZ file:
```
51
Properties=species:S:1:pos:R:3:forces:R:3
Sr 0.723 -1.953 -1.564 0.4876 -0.3035 0.6416
N -0.324 4.348 -1.911 -0.2872 -0.0945 0.0189
C -0.750 4.853 -0.592 -0.0920 -0.0410 0.3394
C -2.231 4.518 -0.337 0.1907 -0.0979 -0.3968
C -2.468 3.012 -0.184 0.1459 0.4112 1.0578
N -2.150 2.356 -1.477 0.2926 -1.0472 -0.2384
C -1.601 2.456 0.966 0.2376 -0.2764 -0.5390
C -0.097 2.745 0.806 -0.1761 0.3139 0.0283
N 0.498 1.882 -0.241 -0.3281 -0.4266 0.3490
C 0.097 4.251 0.533 0.2724 -0.3635 -0.2883
H -0.749 4.904 -2.647 0.1318 0.0733 -0.0082
H -1.239 2.782 -1.796 -0.0074 -0.1159 -0.1562
H 0.681 4.419 -2.013 -0.0163 -0.0175 -0.0486
H -0.635 5.941 -0.545 -0.0397 -0.0472 0.0582
H -2.846 4.918 -1.149 -0.0669 0.0540 0.0386
H -2.542 5.013 0.583 -0.0865 -0.0179 -0.0355
H -3.518 2.815 0.040 0.0487 -0.0291 -0.0380
H -2.870 2.552 -2.170 0.0038 0.0157 -0.0432
H -2.052 1.320 -1.395 0.0490 0.5051 0.0599
H -1.750 1.378 1.065 -0.1081 0.0006 0.0317
H -1.952 2.926 1.886 -0.0514 -0.0310 -0.0019
H 0.396 2.539 1.766 -0.1979 0.0560 0.0214
H 0.477 0.910 0.113 -0.0313 0.6810 -0.2198
H 1.486 2.097 -0.320 0.0319 0.0411 -0.0167
H 1.156 4.437 0.331 0.0099 0.1091 0.0765
H -0.162 4.786 1.449 0.1032 0.0124 0.0415
C 4.626 -0.722 2.238 0.2495 -0.0871 0.2225
C 3.570 -0.579 1.262 -0.2718 0.0139 -0.2198
N 2.732 -0.484 0.485 -0.1722 -0.0615 -0.3701
H 5.569 -0.372 1.819 -0.0173 -0.0066 0.0032
H 4.722 -1.773 2.507 0.0123 0.0222 0.0199
H 4.397 -0.145 3.133 -0.0267 -0.0070 -0.0210
B -3.101 -2.928 -1.889 -0.1582 -0.4234 -0.1694
C -2.167 -1.817 -1.384 0.0573 0.8400 0.1700
N -1.458 -0.937 -1.088 -0.2259 0.2962 -0.0661
H -2.920 -2.964 -3.086 0.0010 -0.0224 -0.0821
H -4.215 -2.572 -1.611 -0.1343 0.0249 -0.0016
H -2.807 -3.961 -1.345 0.0636 -0.0504 0.0457
C 1.122 -5.491 1.733 0.4265 -0.0244 -0.1251
C 1.538 -4.522 0.614 -0.5698 -0.1724 0.4064
C 1.623 -5.296 -0.703 0.1221 0.1417 0.2443
C 0.550 -3.366 0.516 0.3483 0.4916 -0.8585
H 1.870 -6.278 1.867 -0.0576 -0.0890 0.0763
H 0.167 -5.959 1.490 -0.0356 0.0114 0.0015
H 1.011 -4.959 2.678 -0.0293 -0.0031 0.0209
H 2.532 -4.127 0.864 0.0263 -0.0497 -0.0628
H 0.621 -5.577 -1.038 -0.0001 0.0188 -0.0421
H 2.206 -6.211 -0.587 0.0485 -0.0130 -0.1404
H 2.109 -4.691 -1.482 -0.0100 -0.0677 -0.1136
H 0.597 -2.722 1.401 -0.1317 -0.0849 0.1054
H -0.474 -3.751 0.411 -0.0314 -0.0623 0.2238
```
Positions in Å, forces in eV/Å.

Charge: +1
HOMO energy, eV: -9.08
Kohn-Sham gap, Eh: 0.223
Calculated total energy, eV: -22940.2982
Maximum force, eV/A: 1.14

=====

# 4
Below is C13H31BN5Sr as an isolated structure, with properties calculated with ωB97M-V/def2-TZVPD.

XYZ file:
```
51
Properties=species:S:1:pos:R:3:forces:R:3
Sr 2.749 0.382 -0.817 0.0390 0.1545 -0.5830
N -2.161 -1.961 2.767 -0.0274 0.0071 -0.0355
C -3.276 -1.379 1.980 0.0326 -0.0067 0.0317
C -3.190 -1.781 0.506 -0.0120 -0.0919 0.0020
C -2.108 -1.094 -0.329 0.0168 -0.0260 0.0199
N -0.769 -1.642 -0.046 -0.0321 0.0661 -0.0342
C -2.074 0.410 -0.072 0.0703 0.0059 -0.0230
C -2.074 0.780 1.403 0.0800 0.0672 0.0354
N -0.789 0.333 2.068 0.0051 -0.1566 -0.0675
C -3.244 0.142 2.138 -0.1036 0.0505 0.0576
H -1.979 -2.912 2.470 0.0188 -0.0017 -0.0062
H -2.417 -2.010 3.748 -0.0175 0.0160 0.0037
H -0.939 -0.655 2.382 -0.0505 -0.0737 0.0218
H -4.237 -1.737 2.359 0.0062 -0.0197 -0.0014
H -4.159 -1.564 0.050 0.0092 0.0507 0.0082
H -3.070 -2.867 0.434 -0.0186 0.0024 -0.0101
H -2.375 -1.237 -1.382 0.0038 -0.0165 -0.0042
H -0.144 -1.299 -0.777 0.0590 0.0108 0.0426
H -0.784 -2.652 -0.145 -0.0079 -0.0102 0.0142
H -2.949 0.884 -0.523 -0.0285 -0.0073 0.0227
H -1.203 0.839 -0.571 0.0033 0.0021 0.0112
H -2.105 1.864 1.505 -0.0062 0.0038 -0.0307
H -0.551 0.922 2.863 -0.0098 0.0206 -0.0193
H 0.005 0.351 1.427 0.0113 0.2425 0.0376
H -4.161 0.571 1.729 0.0015 -0.0194 -0.0042
H -3.229 0.409 3.199 0.0085 -0.0062 0.0070
C 4.281 -3.330 2.220 -0.0144 0.0249 0.0001
C 3.562 -2.363 1.405 -0.0178 -0.0704 0.0585
N 2.992 -1.602 0.762 0.2076 -0.2772 0.1754
H 3.960 -4.338 1.963 -0.0132 0.0028 -0.0121
H 4.081 -3.141 3.273 -0.0134 0.0103 -0.0021
H 5.350 -3.235 2.037 -0.0004 0.0090 -0.0119
B 4.073 2.796 0.401 0.0376 -0.0257 -0.0693
C 2.693 2.318 1.021 -0.2184 -0.0473 0.1224
N 1.724 1.728 1.262 0.0125 0.1126 0.0861
H 4.243 3.971 0.529 0.0611 -0.0246 0.0260
H 3.972 2.531 -0.805 -0.0756 0.0760 0.0409
H 4.931 2.093 0.891 -0.0229 0.0261 0.0237
C 0.398 1.516 -4.644 -0.0041 0.0289 -0.0198
C 0.865 1.531 -3.189 0.0436 -0.0192 0.1427
C -0.017 2.473 -2.371 0.0094 0.0249 -0.0409
C 0.922 0.123 -2.561 -0.1584 -0.1622 -0.1019
H 0.362 2.520 -5.073 0.0097 0.0021 -0.0284
H -0.604 1.083 -4.704 0.0037 0.0098 0.0103
H 1.058 0.902 -5.258 0.0004 0.0111 -0.0097
H 1.875 1.988 -3.195 0.0290 -0.0611 0.0143
H -1.060 2.143 -2.410 0.0159 -0.0244 -0.0200
H 0.016 3.492 -2.759 -0.0028 0.0048 0.0188
H 0.282 2.505 -1.317 0.0150 0.0217 0.0051
H 1.388 -0.544 -3.312 0.0589 0.0092 0.0655
H -0.112 -0.257 -2.534 -0.0144 0.0738 0.0300
```
Positions in Å, forces in eV/Å.

Charge: +1
HOMO energy, eV: -9.82
Kohn-Sham gap, Eh: 0.265
Calculated total energy, eV: -22941.4971
Maximum force, eV/A: 0.60

=====

# 5
Below is a 4-piece molecular cluster, C13H31Br3N2O2 overall, with properties calculated with ωB97M-V/def2-TZVPD.

XYZ file:
```
51
Properties=species:S:1:pos:R:3:forces:R:3
C -5.453 -1.717 0.407 -0.7907 -0.1209 -0.1496
C -5.402 -0.306 1.057 1.5288 -1.2491 -1.1765
N -3.995 0.334 0.939 -0.1461 -1.5400 1.1850
C -3.563 0.402 -0.487 0.2008 0.3435 0.6098
C -4.125 1.763 1.503 1.2618 0.4520 1.8309
C -2.747 2.498 1.702 -0.4139 -1.4063 -0.8008
C -2.920 -0.617 1.706 0.6085 0.3905 0.1043
C -3.185 -0.931 3.180 0.5005 1.4928 -2.1563
O -3.099 0.346 3.826 -1.1558 -2.2141 2.3316
C -3.106 0.085 5.266 -0.2725 -0.5570 0.3483
H -6.453 -2.084 0.637 0.0282 -0.2458 0.3550
H -4.728 -2.480 0.693 0.0172 0.3492 0.6921
H -5.456 -1.822 -0.678 0.2012 0.9403 -0.1746
H -5.656 -0.398 2.113 0.0423 0.3646 -0.1391
H -6.082 0.344 0.507 0.0257 0.1387 0.3175
H -2.594 0.890 -0.383 -0.0971 0.1185 -0.9249
H -4.337 0.984 -0.988 0.4235 0.1323 -0.2877
H -3.446 -0.574 -0.959 -0.0761 0.0614 0.3280
H -4.607 1.654 2.475 0.2831 -0.3175 0.0844
H -4.849 2.391 0.982 0.2203 -0.5377 -0.9730
H -2.319 2.687 0.717 0.0105 0.5778 0.1214
H -2.036 1.830 2.188 -0.2061 0.0588 0.1475
H -2.788 3.392 2.324 -0.4290 -0.0147 -0.3255
H -1.900 -0.236 1.654 -0.3750 1.1931 -0.2488
H -2.697 -1.559 1.204 -1.2301 -0.0101 -0.6926
H -2.366 -1.574 3.503 0.0615 -0.1467 0.0744
H -4.100 -1.523 3.156 -0.5399 0.3879 1.1995
H -3.774 -0.667 5.688 -1.7209 0.0295 -1.1352
H -3.354 0.969 5.855 0.7961 0.1661 -0.3933
H -2.286 -0.549 5.604 1.4888 1.2005 -0.2983
Br 2.291 0.953 -2.576 -0.2164 -0.0720 0.0664
C 7.453 0.411 1.439 0.4302 2.4652 1.8616
O 6.927 1.258 2.183 0.7513 -1.6113 -1.3661
N 8.759 0.002 1.623 -0.6092 0.4378 -0.3705
C 9.730 0.696 2.510 -0.2808 -0.4818 -0.1725
C 9.321 -1.084 0.837 0.8864 0.3729 0.2327
H 6.943 0.068 0.525 0.1436 -0.5210 0.2741
H 9.323 1.340 3.290 -0.6739 -0.5321 -0.1349
H 10.419 1.362 1.991 -0.0781 -0.1266 -0.6725
H 10.347 -0.087 2.952 -0.0198 0.0550 0.2681
H 8.646 -1.558 0.125 -0.2819 0.1648 0.4033
H 10.184 -0.738 0.268 0.0271 0.2601 -0.2716
H 9.762 -1.800 1.530 -0.3191 -0.4641 -0.0317
Br -1.666 -0.455 -7.993 1.4480 -0.0515 -0.1010
C 0.322 -0.246 -8.263 0.4397 -0.7425 -1.2422
C 0.826 -0.958 -9.600 -1.1948 1.4321 0.7181
Br -0.022 0.028 -11.136 0.4392 -0.7967 0.5694
H 0.884 -0.666 -7.429 -0.5143 -0.2033 0.1776
H 0.505 0.828 -8.252 -0.1478 -0.1884 -0.2983
H 0.576 -2.019 -9.614 -0.3709 0.2650 -0.1941
H 1.893 -0.868 -9.801 -0.1042 0.3008 0.4304
```
Positions in Å, forces in eV/Å.

HOMO energy, eV: -5.36
Kohn-Sham gap, Eh: 0.174
Calculated total energy, eV: -231181.6647
Maximum force, eV/A: 3.42

=====

> maximum force of number 3 (C13H31BN5Sr)?

1.14 eV/A

=====

> The highest calculated total energy belongs to which entry?

number 3